A 5-piece molecular cluster, C17H48N6O5 overall in a non-equilibrium geometry. Source: OMol25; level of theory: ωB97M-V with the def2-TZVPD basis set.

Properties
**HOMO**: -9.22 eV
**Kohn-Sham gap**: 0.34584 Eh
**Maximum force**: 4.7 eV/A
**Structure (SMILES)**: COC[C@H](C)N.COC[C@H](C)N.COC[C@H](C)N.COC[C@H](C)N.NC(N)=O

Last columns: bonded neighbours and bond lengths (Å).
CARTESIAN COORDINATES (ANGSTROEM)
1 C 21.1511 8.4375 11.1714  C2 1.542, H7 1.090, H8 1.090, H9 1.090
2 C 19.8652 8.6623 11.9922  C1 1.542, C3 1.592, N6 1.429, H10 1.090
3 C 20.0386 8.9145 13.5542  C2 1.592, O4 1.394, H11 1.090, H12 1.090
4 O 18.8147 8.9960 14.2168  C3 1.394, C5 1.523
5 C 18.9783 9.2131 15.7150  O4 1.523, H13 1.090, H14 1.090, H15 1.090
6 N 19.2059 9.7912 11.4153  C2 1.429, H16 1.010, H17 1.010
7 H 21.6114 9.3710 10.8476  C1 1.090
8 H 21.0385 7.8132 10.2850  C1 1.090
9 H 21.7773 7.9721 11.9326  C1 1.090
10 H 19.2140 7.8277 11.7325  C2 1.090
11 H 20.5742 9.8517 13.7054  C3 1.090
12 H 20.6612 8.0943 13.9118  C3 1.090
13 H 19.8087 9.8534 16.0124  C5 1.090
14 H 19.0402 8.1527 15.9596  C5 1.090
15 H 17.9824 9.6487 15.7956  C5 1.090
16 H 19.4918 10.5208 12.0525  N6 1.010
17 H 18.2488 9.6196 11.6887  N6 1.010
18 C 17.3372 -1.1874 16.4696  C19 1.499, H24 1.090, H25 1.090, H26 1.090
19 C 17.1725 -2.3531 15.5422  C18 1.499, C20 1.507, N23 1.447, H27 1.090
20 C 18.0267 -2.2504 14.3055  C19 1.507, O21 1.508, H28 1.090, H29 1.090
21 O 17.5986 -0.9296 13.7177  C20 1.508, C22 1.427
22 C 18.3925 -0.6002 12.5784  O21 1.427, H30 1.090, H31 1.090, H32 1.090
23 N 17.5516 -3.4556 16.3999  C19 1.447, H33 1.010, H34 1.010
24 H 16.9976 -1.3973 17.4838  C18 1.090
25 H 16.7626 -0.3375 16.1013  C18 1.090
26 H 18.3647 -0.8284 16.5294  C18 1.090
27 H 16.1223 -2.4307 15.2609  C19 1.090
28 H 18.0080 -3.0186 13.5324  C20 1.090
29 H 19.0855 -2.0159 14.4149  C20 1.090
30 H 19.4540 -0.5992 12.8260  C22 1.090
31 H 18.1619 0.4141 12.2524  C22 1.090
32 H 18.4703 -1.3440 11.7854  C22 1.090
33 H 16.8452 -3.6006 17.1071  N23 1.010
34 H 17.4224 -4.3379 15.9256  N23 1.010
35 C 11.5901 5.5710 11.9759  C36 1.538, H41 1.090, H42 1.090, H43 1.090
36 C 12.4927 6.5291 12.7720  C35 1.538, C37 1.464, N40 1.491, H44 1.090
37 C 11.7054 7.6501 13.2879  C36 1.464, O38 1.468, H45 1.090, H46 1.090
38 O 11.3735 8.5975 12.2162  C37 1.468, C39 1.428
39 C 12.4518 9.2281 11.5247  O38 1.428, H47 1.090, H48 1.090, H49 1.090
40 N 13.2937 5.8765 13.8465  C36 1.491, H50 1.010, H51 1.010
41 H 11.0119 6.0127 11.1644  C35 1.090
42 H 10.8667 5.0510 12.6040  C35 1.090
43 H 12.1461 4.8620 11.3626  C35 1.090
44 H 13.2947 6.8390 12.1020  C36 1.090
45 H 12.1375 8.3524 14.0008  C37 1.090
46 H 10.8678 7.1895 13.8116  C37 1.090
47 H 12.7688 8.6435 10.6611  C39 1.090
48 H 13.1848 9.6468 12.2142  C39 1.090
49 H 12.1269 10.2112 11.1840  C39 1.090
50 H 13.7254 5.0136 13.5480  N40 1.010
51 H 14.0580 6.4691 14.1379  N40 1.010
52 C 19.5286 16.4200 8.3812  C53 1.598, H58 1.090, H59 1.090, H60 1.090
53 C 19.2373 16.7034 9.9272  C52 1.598, C54 1.689, N57 1.455, H61 1.090
54 C 20.5264 17.2635 10.8641  C53 1.689, O55 1.480, H62 1.090, H63 1.090
55 O 20.4788 16.9069 12.2995  C54 1.480, C56 1.362
56 C 19.4296 17.3216 13.0619  O55 1.362, H64 1.090, H65 1.090, H66 1.090
57 N 18.2228 17.7450 9.8894  C53 1.455, H67 1.010, H68 1.010
58 H 19.7819 17.3706 7.9120  C52 1.090
59 H 18.6036 16.2156 7.8420  C52 1.090
60 H 20.3660 15.7285 8.2877  C52 1.090
61 H 18.8842 15.7395 10.2937  C53 1.090
62 H 20.6572 18.3207 10.6330  C54 1.090
63 H 21.4283 16.7162 10.5900  C54 1.090
64 H 18.3952 17.2980 12.7190  C56 1.090
65 H 19.7510 18.3100 13.3902  C56 1.090
66 H 19.5361 16.8320 14.0299  C56 1.090
67 H 18.6974 18.6087 9.6685  N57 1.010
68 H 17.6876 17.3630 9.1227  N57 1.010
69 C 15.9150 9.1736 5.0246  O70 1.210, N71 1.295, N72 1.312
70 O 15.3412 9.3421 3.9725  C69 1.210
71 N 16.5970 10.0789 5.6514  C69 1.295, H73 1.010, H74 1.010
72 N 15.9434 8.0350 5.6758  C69 1.312, H75 1.010, H76 1.010
73 H 16.6361 11.0356 5.3300  N71 1.010
74 H 17.1386 9.7882 6.4528  N71 1.010
75 H 15.6355 7.2904 5.0668  N72 1.010
76 H 16.1720 7.8360 6.6392  N72 1.010

Mulliken population analysis, charges in e, atoms 1 to 2: -1.22 0.27


A 3-piece molecular cluster, C28H23F2NO12 overall in a non-equilibrium geometry. Source: OMol25; level of theory: ωB97M-V with the def2-TZVPD basis set.

Properties
**HOMO**: -10.28 eV
**Kohn-Sham gap**: 0.30582 Eh
**Maximum force**: 6.0 eV/A
**Structure (SMILES)**: CCC(=O)OCCC1=C(N(C(=O)F)C(=O)F)C(=O)C(CCC(=O)O)=CC1=O.O=C1C=CC(=O)C=C1.O=C1C=CC(=O)C=C1

Last columns: bonded neighbours and bond lengths (Å).
CARTESIAN COORDINATES (ANGSTROEM)
1 C -2.6480 4.2241 -1.3617  C2 1.614, H28 1.156, H29 1.156, H30 1.143
2 C -1.7147 2.9583 -0.9991  C1 1.614, C3 1.626, H31 1.160, H32 1.154
3 C -0.4753 2.8060 -2.0398  C2 1.626, O4 1.272, O5 1.425
4 O 0.2571 3.8082 -2.3160  C3 1.272
5 O -0.2659 1.4919 -2.5496  C3 1.425, C6 1.453
6 C 0.9156 0.8653 -1.9822  O5 1.453, C7 1.606, H33 1.148, H34 1.159
7 C 0.8833 0.6647 -0.3886  C6 1.606, C8 1.620, H35 1.147, H36 1.160
8 C 0.1116 -0.6757 0.0937  C7 1.620, C9 1.442, C26 1.610
9 C 0.7358 -1.6223 0.9842  C8 1.442, N10 1.485, C17 1.620
10 N 2.1292 -1.3957 1.4447  C9 1.485, C11 1.480, C14 1.473
11 C 3.0942 -2.1253 0.5915  N10 1.480, O12 1.242, F13 1.442
12 O 3.1381 -3.3658 0.5619  C11 1.242
13 F 3.9783 -1.3855 -0.2744  C11 1.442
14 C 2.3113 -1.6668 2.8814  N10 1.473, O15 1.258, F16 1.423
15 O 2.0878 -0.7464 3.7096  C14 1.258
16 F 2.7521 -2.9100 3.4144  C14 1.423
17 C -0.0793 -2.9283 1.4883  C9 1.620, O18 1.257, C19 1.619
18 O 0.4639 -3.9842 1.9000  C17 1.257
19 C -1.6973 -2.8997 1.5131  C17 1.619, C20 1.602, C25 1.422
20 C -2.5930 -3.8490 2.4424  C19 1.602, C21 1.624, H37 1.143, H38 1.152
21 C -3.8995 -4.3572 1.6218  C20 1.624, C22 1.602, H39 1.155, H40 1.160
22 C -3.5522 -5.0270 0.2089  C21 1.602, O23 1.276, O24 1.426
23 O -4.1652 -4.6100 -0.8294  C22 1.276
24 O -2.6309 -6.0993 0.0189  C22 1.426, H41 0.994
25 C -2.3118 -1.9606 0.6400  C19 1.422, C26 1.620, H42 1.155
26 C -1.3978 -1.0398 -0.3299  C8 1.610, C25 1.620, O27 1.261
27 O -1.9479 -0.6763 -1.4053  C26 1.261
28 H -1.9454 5.1286 -1.5208  C1 1.156
29 H -3.2224 3.9459 -2.3256  C1 1.156
30 H -3.4083 4.3999 -0.5263  C1 1.143
31 H -2.3647 2.0043 -1.1179  C2 1.160
32 H -1.3496 2.9323 0.0952  C2 1.154
33 H 1.8425 1.4532 -2.3181  C6 1.148
34 H 1.0080 -0.1686 -2.4976  C6 1.159
35 H 0.3974 1.5233 0.1958  C7 1.147
36 H 1.9906 0.6427 -0.0446  C7 1.160
37 H -2.0600 -4.7910 2.8099  C20 1.143
38 H -3.0031 -3.2550 3.3403  C20 1.152
39 H -4.6075 -3.4729 1.3964  C21 1.155
40 H -4.5008 -5.1294 2.2443  C21 1.160
41 H -2.3244 -5.9805 -0.9192  O24 0.994
42 H -3.4584 -1.8340 0.5782  C25 1.155
43 C 4.5465 0.8776 -5.0315  C44 1.334, C49 1.478, H51 1.083
44 C 5.6372 1.2568 -5.6987  C43 1.334, C45 1.478, H52 1.083
45 C 6.8209 1.7911 -4.9925  C44 1.478, O46 1.216, C47 1.478
46 O 7.8155 2.1391 -5.6002  C45 1.216
47 C 6.7490 1.8873 -3.5190  C45 1.478, C48 1.334, H53 1.083
48 C 5.6581 1.5081 -2.8522  C47 1.334, C49 1.478, H54 1.083
49 C 4.4751 0.9740 -3.5586  C43 1.478, C48 1.478, O50 1.219
50 O 3.4781 0.6252 -2.9494  C49 1.219
51 H 3.6705 0.4848 -5.5325  C43 1.083
52 H 5.7062 1.1921 -6.7775  C44 1.083
53 H 7.6248 2.2801 -3.0177  C47 1.083
54 H 5.5888 1.5727 -1.7733  C48 1.083
55 C -4.1239 1.4224 4.0427  C56 1.334, C61 1.479, H63 1.083
56 C -4.1054 2.4597 3.2044  C55 1.334, C57 1.478, H64 1.083
57 C -2.8337 2.9926 2.6720  C56 1.478, O58 1.218, C59 1.479
58 O -2.8154 3.9402 1.9074  C57 1.218
59 C -1.5836 2.3309 3.1033  C57 1.479, C60 1.334, H65 1.083
60 C -1.6018 1.2934 3.9417  C59 1.334, C61 1.479, H66 1.083
61 C -2.8740 0.7604 4.4740  C55 1.479, C60 1.479, O62 1.217
62 O -2.8922 -0.1874 5.2370  C61 1.217
63 H -5.0461 1.0196 4.4427  C55 1.083
64 H -5.0116 2.9550 2.8780  C56 1.083
65 H -0.6612 2.7337 2.7031  C59 1.083
66 H -0.6952 0.7978 4.2679  C60 1.083

Mulliken population analysis, charges in e, atoms 1 to 2: -1.14 0.55


Question: Which formula does entry 1 have?
Answer: C17H48N6O5


Question: Among the records above, which one has the highest maximum force?
Answer: C28H23F2NO12


Question: Look up the Kohn-Sham gap of the first one.
Answer: 0.34584 Eh


Question: Which of these has the lowest Kohn-Sham gap?
Answer: C28H23F2NO12